No. 1
10
Properties=species:S:1:pos:R:3:mulliken_charge:R:1 method="wB97M-V/def2-TZVPD" e_homo_ev=-9.1 de_lowest_kj_mol=65.2
S 2.204 -0.284 -0.193 -0.216
C 0.466 -0.705 0.070 -0.895
C -0.465 0.459 -0.087 -0.376
S -1.979 -0.447 -0.101 -0.216
H 2.226 0.751 0.724 0.110
H 0.399 -1.130 1.034 0.437
H 0.356 -1.447 -0.757 0.366
H -0.166 1.008 -1.001 0.357
H -0.418 1.125 0.799 0.311
H -2.624 0.670 -0.488 0.123


No. 2
23
Properties=species:S:1:pos:R:3:mulliken_charge:R:1 method="wB97M-V/def2-TZVPD" total_charge=+1 e_homo_ev=-14.2 de_lowest_kj_mol=803.1
C 0.226 -1.584 -1.483 -1.199
C -0.517 -1.217 -0.222 0.504
C -1.517 -0.024 -0.269 0.230
C -0.683 1.219 -0.706 -1.223
C -2.154 0.476 1.024 -1.283
N 2.922 0.786 -0.413 -0.512
H 0.774 -0.773 -1.947 0.379
H 0.990 -2.326 -1.193 0.386
H -0.491 -1.938 -2.224 0.363
H -1.038 -2.084 0.170 0.443
H -2.311 -0.188 -1.040 0.368
H -0.027 1.019 -1.554 0.320
H -1.415 2.034 -0.710 0.431
H -0.085 1.468 0.162 0.289
H -2.704 1.413 0.919 0.411
H -2.849 -0.227 1.507 0.348
H -1.320 0.651 1.729 0.297
H 1.383 -0.276 2.569 0.261
H 3.130 1.739 -0.691 0.267
H 0.271 -0.852 0.587 -0.194
H 2.448 0.702 0.487 0.228
H 3.764 0.218 -0.394 0.268
O 0.884 0.090 1.809 -0.382


No. 3
18
Properties=species:S:1:pos:R:3:mulliken_charge:R:1 method="wB97M-V/def2-TZVPD" total_charge=-2 e_homo_ev="1.2 / 1.6"
C -3.193 0.162 -0.698 -0.489
C -3.344 0.652 0.590 -0.230
C -1.332 0.082 0.369 0.441
C 0.037 -0.182 0.512 -0.148
C 2.202 -1.044 -0.082 -0.501
C 2.407 0.424 -0.366 -0.912
N -1.849 -0.268 -0.884 -0.652
N -2.180 0.653 1.203 -0.756
N 0.739 -1.265 0.176 0.650
N 2.104 1.215 0.899 -0.113
O 0.347 -2.495 0.195 -0.863
O 2.031 2.426 0.642 -0.532
H -4.037 -0.084 -1.316 0.367
H -4.233 1.320 0.941 0.246
H 2.395 -1.585 -1.032 0.282
H 2.869 -1.554 0.622 0.357
H 3.353 0.710 -0.639 0.676
H 1.684 0.832 -1.133 0.178


No. 4
45
Properties=species:S:1:pos:R:3:mulliken_charge:R:1 method="wB97M-V/def2-TZVPD" e_homo_ev=-8.5 de_lowest_kj_mol=20.9
O 1.513 1.654 -0.986 -0.653
C 0.703 1.340 -0.136 0.563
N 0.933 0.513 0.904 -0.148
C 2.112 -0.329 1.106 -0.219
C 2.097 -1.524 0.136 -0.843
C 2.832 -1.318 -1.189 -0.555
C 4.322 -1.643 -1.096 -0.797
C 5.153 -0.586 -0.374 -0.615
C 4.679 -0.272 1.043 -0.883
C 3.378 0.532 1.065 -0.831
C -0.674 1.937 -0.146 0.217
C -0.804 3.296 -0.400 -0.384
C -2.064 3.873 -0.464 -0.610
C -3.161 3.048 -0.286 -0.473
N -3.059 1.749 -0.077 -0.363
C -1.860 1.201 -0.012 0.325
S -1.812 -0.554 0.204 -0.282
C -3.549 -0.957 0.110 0.610
C -4.426 -0.492 1.076 -0.398
C -5.766 -0.823 0.983 -0.548
C -6.218 -1.624 -0.053 -0.450
C -5.329 -2.097 -1.003 -0.522
C -3.988 -1.763 -0.926 -0.418
H 0.148 0.305 1.501 0.398
H 2.002 -0.730 2.121 0.357
H 2.525 -2.392 0.642 0.528
H 1.047 -1.755 -0.065 0.250
H 2.688 -0.299 -1.544 0.281
H 2.387 -1.990 -1.928 0.381
H 4.444 -2.606 -0.591 0.312
H 4.721 -1.754 -2.107 0.343
H 6.188 -0.935 -0.332 0.346
H 5.141 0.336 -0.958 0.313
H 4.563 -1.195 1.614 0.334
H 5.456 0.319 1.534 0.378
H 3.359 1.180 1.945 0.539
H 3.341 1.174 0.187 0.328
H 0.091 3.882 -0.547 0.470
H -2.187 4.927 -0.652 0.407
H -4.174 3.427 -0.318 0.383
H -4.065 0.128 1.881 0.397
H -6.458 -0.457 1.727 0.372
H -7.264 -1.881 -0.118 0.381
H -5.678 -2.724 -1.810 0.364
H -3.285 -2.120 -1.663 0.417


No. 5
34
Properties=species:S:1:pos:R:3:mulliken_charge:R:1 method="wB97M-V/def2-TZVPD" e_homo_ev=-10.0 de_lowest_kj_mol=1229.4
C -2.284 1.852 -1.233 -1.615
C -1.544 0.708 -0.557 1.651
C -1.459 -0.487 -1.484 -1.814
C -2.052 0.452 0.916 -0.167
C -1.527 -0.912 1.365 -0.968
C -0.023 -0.992 1.276 -1.264
C 0.720 0.130 0.390 1.475
C 2.055 0.495 0.921 -1.326
O 1.986 1.026 2.272 -0.498
O 1.067 -0.336 -0.948 -0.245
O 2.573 -0.688 -1.155 -0.135
O 2.627 -1.857 -2.172 -0.185
N 3.477 -2.919 -1.963 0.976
O 2.982 -4.028 -1.984 -0.462
O 4.684 -2.723 -1.828 -0.476
C -0.268 1.300 0.170 -0.573
C -1.090 1.587 1.384 -1.247
H -1.753 2.142 -2.153 0.398
H -3.300 1.539 -1.507 0.429
H -2.355 2.734 -0.588 0.290
H -1.289 -1.450 -0.968 0.321
H -2.454 -0.560 -1.973 0.472
H -0.723 -0.316 -2.291 0.254
H -3.121 0.649 1.028 0.479
H -1.860 -1.065 2.414 0.469
H -1.996 -1.719 0.763 0.342
H 0.396 -0.832 2.280 0.484
H 0.335 -1.979 0.954 0.315
H 2.695 -0.382 0.817 0.462
H 2.458 1.216 0.200 0.506
H 2.898 1.341 2.397 0.342
H 0.264 2.063 -0.374 0.598
H -1.534 2.570 1.311 0.324
H -0.583 1.440 2.322 0.388


No. 6
8
Properties=species:S:1:pos:R:3:mulliken_charge:R:1 method="wB97M-V/def2-TZVPD" e_homo_ev=-10.9 de_lowest_kj_mol=133.1
N 0.607 -1.065 1.390 -0.480
C 0.537 -1.079 0.166 0.430
Cl 1.275 0.190 -0.899 -0.144
Cl -0.297 -2.286 -0.702 -0.128
H 1.306 -0.409 1.721 0.301
O -1.042 1.927 -0.657 -0.636
H -0.637 1.448 0.058 0.324
H -1.749 1.275 -1.078 0.333


No. 7
16
Properties=species:S:1:pos:R:3:mulliken_charge:R:1 method="wB97M-V/def2-TZVPD" e_homo_ev=-8.8 de_lowest_kj_mol=611.2
C -1.570 -0.436 -1.881 -0.882
N -0.864 -0.526 -0.609 -0.197
C -0.847 0.670 0.262 -0.850
C 0.355 0.215 -0.601 -0.190
C 1.070 0.366 0.636 0.928
O 1.217 1.624 0.918 -0.570
C 1.536 -0.739 1.522 -1.245
H -2.569 -0.861 -1.758 0.282
H -1.031 -1.028 -2.627 0.320
H -1.666 0.599 -2.243 0.353
H 0.048 1.851 0.479 0.468
H -0.906 0.332 1.305 0.241
H 0.572 0.913 -1.411 0.327
H 1.716 -0.373 2.535 0.338
H 0.792 -1.542 1.524 0.339
H 2.465 -1.158 1.119 0.340


No. 8
101
Properties=species:S:1:pos:R:3:mulliken_charge:R:1 method="wB97M-V/def2-TZVPD" e_homo_ev="-6.3 / -6.4" de_lowest_kj_mol=162.9
In 1.324 0.225 0.768 0.721
C -1.028 3.978 6.553 -1.660
C -1.128 3.092 5.336 0.213
C -1.752 3.483 4.192 -0.694
C -1.810 2.644 3.046 0.222
C -2.409 3.128 1.875 -0.284
N -2.493 2.455 0.760 0.403
C -2.930 3.005 -0.517 -0.642
C -3.995 2.136 -1.182 -0.147
C -3.915 2.118 -2.708 -1.412
N -2.657 1.612 -3.264 -0.147
C -1.916 0.580 -2.730 -1.407
C -2.441 -0.580 -2.124 0.659
C -3.814 -0.945 -2.174 -0.972
C -4.314 -2.026 -1.480 0.273
C -5.761 -2.437 -1.590 -1.632
C -3.441 -2.738 -0.657 -0.953
C -2.080 -2.435 -0.584 1.866
C -1.323 -3.151 0.469 -1.161
N -0.203 -2.822 0.944 0.293
C 0.272 -3.653 2.062 -1.197
C 1.598 -3.157 2.623 0.138
C 1.492 -2.176 3.783 -1.118
N 0.786 -0.933 3.449 0.358
C 0.219 -0.324 4.395 -0.856
C -0.504 0.960 4.257 0.754
C -0.520 1.805 5.330 -0.457
C -1.203 1.329 3.038 0.517
O -1.275 0.574 2.038 -0.826
C -1.577 -1.435 -1.400 0.535
O -0.241 -1.159 -1.485 0.775
H -1.821 4.726 6.563 0.383
H -0.072 4.508 6.581 0.303
H -1.103 3.397 7.475 0.386
H -2.224 4.462 4.141 0.381
H -2.821 4.136 1.866 0.411
H -2.059 1.514 0.824 -0.084
H -2.057 3.084 -1.167 0.081
H -3.298 4.016 -0.341 0.535
H -4.990 2.486 -0.903 0.579
H -3.907 1.117 -0.804 0.152
H -4.040 3.128 -3.103 0.486
H -4.760 1.545 -3.087 0.337
H -2.078 2.328 -3.668 0.370
H -0.844 0.684 -2.810 0.464
H -4.481 -0.376 -2.811 0.447
H -6.345 -1.691 -2.130 0.398
H -6.209 -2.571 -0.603 0.365
H -5.856 -3.386 -2.122 0.304
H -3.831 -3.532 -0.028 0.407
H -1.882 -3.994 0.899 0.343
H 0.392 -4.682 1.713 0.531
H -0.490 -3.670 2.850 0.409
H 2.169 -2.710 1.813 -0.366
H 2.182 -4.010 2.973 0.463
H 2.504 -1.913 4.104 0.345
H 1.004 -2.670 4.634 0.449
H 0.258 -0.722 5.420 0.307
H -0.031 1.470 6.243 0.437
C 0.979 3.597 0.283 -1.063
N 2.237 2.958 0.613 0.824
C 2.801 3.514 1.830 -1.167
C 3.172 2.989 -0.513 -0.955
C 2.912 1.869 -1.515 -0.505
N 3.158 0.592 -0.879 0.044
C 4.183 -0.203 -1.208 -0.057
C 4.441 -1.329 -0.377 -0.092
F 3.660 -1.476 0.728 -0.209
C 5.421 -2.259 -0.596 0.194
F 5.542 -3.280 0.276 -0.337
C 6.291 -2.168 -1.668 -0.754
C 6.094 -1.078 -2.490 0.227
F 6.898 -0.911 -3.559 -0.348
C 5.108 -0.137 -2.285 0.568
F 5.037 0.872 -3.193 -0.363
H 1.105 4.673 0.083 0.415
H 0.274 3.475 1.110 0.129
H 0.542 3.134 -0.604 0.211
H 3.004 4.594 1.746 0.343
H 3.736 3.006 2.066 0.332
H 2.110 3.363 2.663 0.226
H 4.181 2.848 -0.123 0.392
H 3.142 3.972 -1.016 0.329
H 3.504 2.073 -2.402 0.666
H 1.859 1.920 -1.835 -0.255
H 7.067 -2.896 -1.851 0.509
C -0.872 -3.615 -3.375 -1.860
C 0.416 -2.792 -3.271 2.542
C 0.410 -1.710 -4.374 -1.383
C 1.625 -3.710 -3.469 -1.968
C 0.624 -2.140 -1.941 -1.733
H -0.878 -4.139 -4.334 0.546
H -1.768 -2.987 -3.330 0.322
H -0.935 -4.361 -2.578 0.276
H 0.315 -2.170 -5.363 0.453
H 1.337 -1.129 -4.352 0.249
H -0.432 -1.027 -4.235 0.249
H 1.558 -4.207 -4.440 0.454
H 1.665 -4.476 -2.690 0.422
H 2.562 -3.146 -3.437 0.402
H 1.646 -1.924 -1.645 -0.060